[1]
This record from the OMol25 dataset describes 7 unconnected molecules or ions with the total composition C31H70I2N10O8PS at a distorted geometry. The level of theory is the ωB97M-V functional and the def2-TZVPD basis.

For the HOMO energy, the calculation gives -10.4 eV. As for the total charge: +1. The calculation puts the orbital gap at 6.4513 eV.

The geometry in XYZ format:
```
123
Properties=species:S:1:pos:R:3:mulliken_charge:R:1
C 3.15 -1.64 2.76 -0.994
C 2.77 -0.45 2.27 0.334
C 3.17 -0.05 0.88 -1.296
N 1.97 0.20 0.07 1.550
C 1.40 1.41 0.55 -1.844
N 2.06 2.63 0.74 0.047
C 2.52 3.33 -0.47 -0.191
O 3.21 4.48 -0.12 -0.404
O 2.25 5.41 0.39 -0.257
N 0.17 1.36 0.95 0.907
C -0.67 0.15 0.95 -1.138
C -1.73 0.15 -0.17 0.844
C -3.02 -0.57 0.23 -1.271
C -4.23 0.37 0.26 -0.916
C -4.44 0.95 1.65 -0.387
N -4.94 -0.10 2.55 -0.503
P -0.59 2.85 1.57 0.481
S -1.14 4.07 0.20 -0.293
C 2.21 0.10 -1.38 -0.888
I 2.47 -2.01 -1.77 0.181
C 1.06 0.69 -2.27 0.249
C 1.62 1.72 -3.29 -1.261
I 0.08 -0.82 -3.47 0.082
H 2.94 -1.95 3.77 0.337
H 3.71 -2.30 2.12 0.290
H 2.23 0.27 2.86 0.377
H 3.81 -0.82 0.47 0.591
H 3.80 0.83 0.98 0.198
H 2.79 2.57 1.44 0.298
H 1.68 3.54 -1.12 0.381
H 3.27 2.75 -1.00 0.061
H 2.72 5.88 1.09 0.274
H -1.21 0.15 1.89 0.713
H -0.09 -0.76 0.93 0.197
H -1.28 -0.36 -1.02 -0.702
H -1.93 1.16 -0.51 0.629
H -3.22 -1.30 -0.55 0.398
H -2.93 -1.12 1.16 0.517
H -5.14 -0.16 -0.01 0.425
H -4.10 1.16 -0.48 0.490
H -5.16 1.76 1.58 0.429
H -3.49 1.35 2.04 -0.150
H -4.19 -0.42 3.14 0.231
H -5.67 0.30 3.13 0.221
H -1.64 2.30 2.31 -0.009
H 0.33 3.33 2.51 0.009
H 3.17 0.51 -1.66 0.687
H 0.25 1.10 -1.69 -0.119
H 1.06 2.64 -3.22 0.335
H 1.57 1.33 -4.29 0.421
H 2.66 1.93 -3.07 0.335
C 5.91 -7.19 -4.02 -1.263
C 4.86 -6.11 -3.92 0.810
O 4.10 -5.85 -4.84 -0.637
N 4.77 -5.42 -2.75 -0.047
C 5.57 -5.57 -1.55 -0.765
H 5.85 -7.64 -5.01 0.288
H 6.91 -6.76 -3.89 0.357
H 5.74 -7.96 -3.27 0.350
H 4.05 -4.72 -2.76 0.051
H 4.93 -5.82 -0.70 0.214
H 6.08 -4.63 -1.32 0.258
H 6.31 -6.35 -1.67 0.342
C -5.51 -3.25 2.06 -1.101
C -4.32 -3.88 2.75 0.822
O -3.64 -3.25 3.56 -0.702
N -4.02 -5.16 2.45 -0.075
C -4.71 -6.06 1.53 -0.867
H -5.60 -2.23 2.43 0.114
H -5.35 -3.23 0.98 0.336
H -6.43 -3.80 2.28 0.509
H -3.22 -5.53 2.94 0.161
H -5.06 -6.93 2.07 0.272
H -4.01 -6.38 0.77 0.274
H -5.55 -5.57 1.06 0.374
C -1.59 8.40 -3.09 -1.297
C -0.54 7.43 -3.59 0.821
O -0.50 7.05 -4.75 -0.652
N 0.38 6.99 -2.69 -0.121
C 0.49 7.31 -1.27 -0.442
H -2.24 8.66 -3.92 0.294
H -2.19 7.95 -2.30 0.345
H -1.12 9.31 -2.72 0.398
H 1.04 6.34 -3.08 0.192
H 1.47 7.74 -1.08 0.259
H 0.40 6.39 -0.70 -0.107
H -0.27 8.01 -0.97 0.348
C -0.74 -8.77 3.03 -1.346
C -1.02 -7.92 1.81 0.747
O -2.15 -7.52 1.55 -0.591
N 0.03 -7.62 1.00 -0.143
C 1.42 -8.00 1.15 -0.833
H -1.67 -8.92 3.56 0.294
H -0.34 -9.74 2.74 0.395
H -0.04 -8.27 3.69 0.377
H -0.23 -7.06 0.21 0.211
H 2.04 -7.11 1.23 0.258
H 1.74 -8.58 0.28 0.290
H 1.56 -8.61 2.04 0.333
C 4.28 0.67 5.18 -1.139
C 3.23 1.76 5.16 0.733
O 2.55 2.00 4.15 -0.532
N 3.04 2.48 6.28 -0.226
C 3.73 2.35 7.55 -0.894
H 4.31 0.19 4.22 0.100
H 5.26 1.09 5.40 0.410
H 4.03 -0.07 5.94 0.372
H 2.33 3.19 6.19 0.246
H 3.01 2.13 8.34 0.300
H 4.23 3.29 7.80 0.295
H 4.47 1.56 7.52 0.355
C -5.96 5.40 -6.20 -1.213
C -5.00 4.78 -5.22 0.792
O -5.37 4.00 -4.35 -0.663
N -3.69 5.11 -5.33 -0.121
C -3.04 6.01 -6.28 -0.643
H -6.96 5.04 -5.98 0.291
H -5.95 6.49 -6.11 0.335
H -5.70 5.12 -7.22 0.345
H -3.10 4.66 -4.64 0.165
H -2.29 5.45 -6.85 0.250
H -2.54 6.80 -5.74 0.096
H -3.76 6.44 -6.97 0.341
```

***

[2]
This record from the OMol25 dataset describes 4 unconnected molecules or ions with the total composition C31H71BN5O5 at a distorted geometry. The level of theory is the ωB97M-V functional and the def2-TZVPD basis.

For the HOMO energy, the calculation gives -3.6 eV. As for the total charge: -1. The calculation puts the orbital gap at 5.9154 eV.

The geometry in XYZ format:
```
113
Properties=species:S:1:pos:R:3:mulliken_charge:R:1
C -1.26 -4.08 -3.47 -0.640
C -1.18 -2.94 -4.32 -0.065
C -1.83 -1.49 -3.98 -0.342
N -0.79 -0.42 -3.98 0.072
O -1.33 0.61 -4.73 -0.476
C -0.44 0.09 -2.62 0.518
O 0.61 1.07 -2.76 -0.514
C 1.84 0.53 -3.26 -0.825
C 3.06 0.52 -2.17 0.783
C 4.08 -0.63 -2.70 -1.306
C 3.89 1.91 -2.31 0.696
C 5.27 1.89 -1.44 -1.182
C 3.06 3.19 -1.79 -1.415
B -0.06 -1.03 -1.51 0.324
O 0.77 -2.17 -1.93 -0.589
N -0.45 -1.00 -0.06 0.473
C -1.17 -2.23 0.38 -0.822
C 0.69 -0.62 0.83 -0.427
C -1.75 0.94 -2.10 0.136
O -2.70 0.42 -1.43 -0.670
O -1.83 2.31 -2.36 -0.805
H -1.41 -5.12 -3.95 0.219
H -1.13 -4.02 -2.34 0.116
H -0.63 -3.02 -5.33 0.263
H -2.50 -1.28 -4.90 0.376
H -2.52 -1.51 -3.08 0.216
H -0.84 0.72 -5.57 0.340
H 2.21 1.26 -4.09 0.390
H 1.78 -0.50 -3.75 0.292
H 2.70 0.32 -1.10 -0.108
H 4.99 -0.76 -2.02 0.396
H 3.52 -1.63 -2.71 0.323
H 4.39 -0.42 -3.80 0.042
H 4.22 2.10 -3.40 0.205
H 5.30 1.00 -0.72 0.302
H 6.20 1.90 -2.13 0.185
H 5.37 2.83 -0.78 0.359
H 3.84 4.04 -1.67 0.467
H 2.31 3.59 -2.56 0.299
H 2.61 3.03 -0.76 0.205
H 1.07 -2.67 -1.14 0.283
H -1.44 -2.83 -0.55 0.113
H -0.57 -2.87 1.13 0.293
H -2.18 -1.92 0.86 0.183
H 0.23 -0.30 1.85 -0.039
H 1.47 -1.45 1.00 0.286
H 1.16 0.35 0.41 0.019
C -2.38 0.61 4.05 -1.228
C -1.75 -0.58 4.77 -0.207
N -1.14 -0.24 6.05 0.111
C -0.31 -1.30 6.60 -0.705
C -0.99 -2.61 6.98 -0.967
C -2.01 0.43 7.02 -0.742
C -3.29 -0.30 7.44 -0.962
H -1.66 1.42 3.91 0.352
H -2.72 0.30 3.05 0.444
H -3.25 1.00 4.58 0.067
H -0.97 -0.97 4.11 0.435
H -2.50 -1.37 4.87 0.132
H 0.24 -0.92 7.47 0.361
H 0.47 -1.53 5.86 0.404
H -1.55 -2.52 7.91 0.235
H -0.23 -3.39 7.15 0.387
H -1.66 -2.98 6.20 0.272
H -2.30 1.40 6.61 0.386
H -1.44 0.67 7.92 0.338
H -3.82 -0.74 6.59 0.219
H -3.98 0.41 7.91 0.379
H -3.09 -1.08 8.17 0.310
C -9.56 3.78 6.40 -1.422
C -8.12 3.83 5.90 -0.350
N -7.43 2.54 5.95 0.130
C -5.99 2.65 5.74 -0.302
C -5.50 3.14 4.38 -1.172
C -8.09 1.44 5.24 -0.619
C -8.36 1.62 3.75 -0.976
H -9.62 3.36 7.41 0.325
H -9.97 4.79 6.43 0.438
H -10.20 3.19 5.74 0.292
H -7.58 4.53 6.55 0.429
H -8.10 4.26 4.89 0.278
H -5.53 1.67 5.95 0.026
H -5.59 3.32 6.51 0.343
H -5.60 2.38 3.61 0.247
H -4.44 3.39 4.44 0.435
H -6.03 4.04 4.05 0.340
H -9.04 1.24 5.74 0.363
H -7.51 0.52 5.38 0.305
H -8.77 2.61 3.51 0.238
H -9.10 0.88 3.42 0.371
H -7.46 1.46 3.15 0.290
C 5.49 0.24 -7.02 -1.524
C 6.71 -0.37 -6.34 -0.472
N 6.70 -1.83 -6.31 0.168
C 7.71 -2.40 -5.42 -0.636
C 9.18 -2.17 -5.78 -0.985
C 6.56 -2.50 -7.60 -0.729
C 7.60 -2.20 -8.68 -0.961
H 4.57 -0.11 -6.57 0.308
H 5.52 1.33 -6.92 0.434
H 5.47 0.02 -8.09 0.373
H 6.72 0.00 -5.31 0.498
H 7.62 0.02 -6.82 0.331
H 7.54 -3.48 -5.32 0.414
H 7.54 -2.00 -4.42 0.273
H 9.50 -2.80 -6.61 0.212
H 9.81 -2.44 -4.93 0.427
H 9.39 -1.13 -6.02 0.255
H 5.57 -2.25 -8.01 0.379
H 6.51 -3.58 -7.44 0.366
H 7.83 -1.14 -8.75 0.252
H 7.22 -2.52 -9.65 0.369
H 8.53 -2.75 -8.50 0.270
```

***

Number 1 is which compound?
C31H70I2N10O8PS